Entry from the OMol25 dataset: a gas-phase ion, C27H37N2O5 (charge +1) (the ωB97M-V functional and the def2-TZVPD basis).

The value obtained for the LUMO energy is -1.863 eV. As for the total charge: +1. The orbital gap comes out at 0.2980 Eh.

Atoms and positions in Å:
C -3.052 -1.330 2.393
O -2.696 -1.826 1.122
C -1.387 -1.996 0.834
C -0.330 -1.678 1.665
C 1.004 -1.871 1.289
C 1.271 -2.389 0.031
C 0.210 -2.722 -0.814
C -1.105 -2.557 -0.435
O -2.181 -2.881 -1.196
C -1.971 -3.615 -2.382
C 2.672 -2.537 -0.519
C 3.290 -1.171 -0.483
O 3.321 -0.455 -1.496
N 3.737 -0.722 0.695
C 4.444 0.545 0.762
C 3.529 1.753 1.046
C 3.307 2.671 -0.155
N 2.638 2.030 -1.311
C 3.104 2.619 -2.576
C 1.153 2.079 -1.265
C 0.494 1.341 -0.107
C 0.208 2.149 1.201
C -1.258 1.947 0.911
C -2.526 2.174 1.373
C -3.585 1.658 0.611
O -4.797 1.936 1.151
C -6.002 1.381 0.663
C -3.335 0.937 -0.582
O -4.420 0.500 -1.283
C -4.233 -0.434 -2.322
C -2.024 0.710 -1.021
C -1.014 1.229 -0.250
C 3.511 -1.481 1.909
C 2.038 -1.502 2.331
H -4.140 -1.306 2.403
H -2.668 -0.317 2.548
H -2.699 -1.989 3.191
H -0.527 -1.269 2.643
H 0.441 -3.130 -1.784
H -1.415 -4.536 -2.187
H -2.963 -3.866 -2.753
H -1.444 -3.022 -3.137
H 2.625 -2.855 -1.560
H 3.254 -3.268 0.041
H 4.976 0.679 -0.184
H 5.191 0.455 1.552
H 2.579 1.393 1.431
H 3.981 2.369 1.824
H 2.719 3.538 0.153
H 4.282 3.032 -0.491
H 2.947 0.981 -1.349
H 2.636 2.109 -3.414
H 4.182 2.500 -2.669
H 2.855 3.679 -2.620
H 0.837 3.126 -1.260
H 0.795 1.620 -2.189
H 0.973 0.373 0.053
H 0.537 3.186 1.189
H 0.542 1.678 2.125
H -2.761 2.715 2.275
H -5.972 0.290 0.661
H -6.766 1.723 1.360
H -6.237 1.740 -0.340
H -3.716 0.013 -3.177
H -5.236 -0.726 -2.629
H -3.689 -1.311 -1.964
H -1.834 0.151 -1.922
H 3.882 -2.500 1.783
H 4.093 -1.020 2.709
H 1.952 -2.210 3.159
H 1.772 -0.520 2.735

Entry from the OMol25 dataset: a molecular structure, C27H38BIrN3O4SSi in a non-equilibrium geometry (the ωB97M-V functional and the def2-TZVPD basis).

The spin multiplicity is 6. As for the expectation value of S²: 8.773. The value obtained for the LUMO energy (alpha / beta) is -4.686 / -8.829 eV. As for the total charge: +2. The orbital gap (alpha / beta) comes out at 0.2637 / 0.1611 Eh.

Atoms and positions in Å:
Ir -0.038 0.009 -0.129
C 2.526 -2.569 -0.761
Si 2.218 -0.706 -0.581
C 3.206 0.155 -2.018
C 3.343 1.665 -1.820
C 4.581 -0.465 -2.265
C 2.307 -0.110 -3.237
C 3.450 -0.545 1.502
C 2.598 -1.454 2.328
C 4.844 -1.013 1.247
C 3.275 0.921 1.753
H 3.579 -2.844 -0.713
H 2.151 -2.881 -1.742
H 1.976 -3.141 -0.013
H 3.969 1.909 -0.961
H 2.369 2.142 -1.688
H 3.818 2.107 -2.701
H 5.262 -0.303 -1.430
H 5.035 0.002 -3.143
H 4.518 -1.537 -2.462
H 1.317 0.338 -3.117
H 2.183 -1.178 -3.432
H 2.771 0.331 -4.123
H 2.731 -2.501 2.059
H 1.540 -1.195 2.277
H 2.908 -1.347 3.376
H 4.883 -2.049 0.915
H 5.399 -0.967 2.194
H 5.380 -0.380 0.542
H 2.221 1.206 1.771
H 3.803 1.532 1.023
H 3.702 1.160 2.737
O -1.091 -2.922 -0.228
B -1.491 -1.549 -0.240
O -2.889 -1.519 -0.481
C -3.300 -2.775 -0.624
C -4.569 -3.258 -0.891
C -4.681 -4.627 -0.993
C -3.559 -5.500 -0.836
C -2.294 -5.028 -0.571
C -2.173 -3.652 -0.465
H -5.416 -2.597 -1.013
H -5.650 -5.062 -1.199
H -3.713 -6.566 -0.932
H -1.443 -5.684 -0.454
N -1.543 1.218 4.819
C -1.580 2.039 3.584
C -0.865 1.176 2.516
O -0.675 1.660 1.383
O -0.551 0.029 2.931
H -0.962 1.612 5.552
H -1.067 0.319 4.353
H -2.456 0.995 5.204
H -1.076 2.993 3.703
H -2.601 2.225 3.260
S -1.390 4.994 -4.611
C -1.098 3.668 -3.454
C -1.489 2.361 -3.726
C -1.194 1.374 -2.808
N -0.546 1.620 -1.666
C -0.201 2.880 -1.387
C -0.460 3.931 -2.246
C -0.245 4.410 -5.870
C -0.663 3.573 -6.891
C 0.293 3.138 -7.803
N 1.566 3.501 -7.734
C 1.954 4.324 -6.770
C 1.080 4.811 -5.803
H -2.014 2.113 -4.637
H -1.478 0.345 -2.992
H 0.308 3.048 -0.447
H -0.153 4.935 -1.992
H -1.699 3.278 -6.989
H 0.024 2.479 -8.621
H 3.000 4.605 -6.768
H 1.421 5.483 -5.028

Entry from the OMol25 dataset: a molecular structure, C27H38BrInN6O3SSi2Te (the ωB97M-V functional and the def2-TZVPD basis).

The value obtained for the LUMO energy is 4.133 eV. As for the total charge: -2. The orbital gap comes out at 0.1982 Eh.

Atoms and positions in Å:
In -0.912 -0.897 0.283
O 2.050 1.916 -2.668
C 1.435 1.667 -1.614
O 1.254 0.548 -1.071
C 0.769 2.893 -0.963
C 1.253 4.159 -1.284
C 0.626 5.272 -0.754
C -0.506 5.093 0.027
C -0.939 3.797 0.265
N -0.298 2.715 -0.184
H 2.100 4.228 -1.952
H 0.999 6.269 -0.966
H -1.049 5.934 0.441
H -1.847 3.611 0.833
C -1.664 1.712 -2.775
Si -2.243 0.407 -1.515
C -3.391 -0.682 -2.544
C -3.432 1.410 -0.363
C -4.403 2.205 -0.997
C -5.294 3.001 -0.289
C -5.238 3.019 1.102
C -4.292 2.240 1.752
C -3.377 1.431 1.055
Si -2.109 0.437 2.096
C -3.133 -0.528 3.338
C -1.212 1.716 3.188
H -2.330 1.696 -3.646
H -0.647 1.519 -3.135
H -1.679 2.717 -2.341
H -4.095 -0.075 -3.133
H -3.951 -1.373 -1.910
H -2.783 -1.277 -3.236
H -4.462 2.201 -2.084
H -6.028 3.603 -0.816
H -5.925 3.635 1.672
H -4.262 2.258 2.841
H -3.618 0.145 4.059
H -2.480 -1.218 3.885
H -3.896 -1.124 2.828
H -1.874 2.554 3.444
H -0.316 2.119 2.704
H -0.906 1.226 4.123
C 2.956 2.031 4.057
N 2.433 0.700 3.832
C 1.826 -0.057 4.907
C 0.872 -0.984 4.146
O 0.225 -1.850 4.697
N 0.896 -0.656 2.810
C 1.772 0.317 2.677
N 2.017 0.944 1.527
H 2.416 2.511 4.879
H 2.817 2.652 3.174
H 4.019 2.017 4.310
H 1.248 0.587 5.576
H 2.544 -0.631 5.492
H 1.628 0.603 0.635
H 2.878 1.452 1.434
C 4.767 -5.620 0.546
C 4.116 -4.273 0.725
C 4.738 -3.264 1.454
C 4.053 -2.066 1.516
N 2.863 -1.870 0.972
C 2.296 -2.917 0.345
S 0.706 -2.826 -0.349
N 2.924 -4.110 0.173
H 5.841 -5.524 0.376
H 4.304 -6.135 -0.295
H 4.620 -6.229 1.442
H 5.706 -3.401 1.919
H 4.490 -1.207 2.024
C 1.085 -0.618 -5.377
Te 0.995 -1.469 -3.412
C 0.731 -3.452 -4.173
H 0.108 -0.637 -5.866
H 1.823 -1.141 -5.990
H 1.400 0.419 -5.227
H 1.541 -3.702 -4.860
H -0.234 -3.566 -4.669
H 0.769 -4.108 -3.301
Br -2.760 -2.868 0.387

no.,energy (eV)
1,-41810.019
2,-63488.298
3,-152804.374